117
Properties=species:S:1:pos:R:3 method="wB97M-V/def2-TZVPD" max_force_ev_per_a=1.0 charge=-2 homo_energy_ev=0.618 homo_lumo_gap_ha=0.0970
Rb -0.780 0.836 -0.201
C 1.546 1.983 -5.144
C 0.326 1.161 -4.848
C 0.184 -0.133 -5.335
C -0.977 -0.831 -5.051
C -1.981 -0.207 -4.330
C -1.776 1.108 -3.923
N -0.646 1.766 -4.167
C -2.920 1.928 -3.422
C -3.687 2.516 -4.427
C -4.721 3.351 -4.048
C -4.986 3.514 -2.707
C -4.228 2.820 -1.756
N -3.180 2.063 -2.128
C -4.576 2.859 -0.323
C -5.626 3.648 0.152
C -5.900 3.654 1.508
C -5.159 2.851 2.348
C -4.143 2.062 1.799
C -3.351 1.148 2.675
N -3.858 2.093 0.503
H 1.945 2.387 -4.217
H 2.313 1.381 -5.630
H 1.277 2.819 -5.793
H 0.970 -0.579 -5.929
H -1.112 -1.840 -5.416
H -2.912 -0.711 -4.105
H -3.457 2.337 -5.468
H -5.319 3.861 -4.793
H -5.786 4.173 -2.406
H -6.224 4.258 -0.509
H -6.688 4.284 1.903
H -5.342 2.849 3.413
H -3.931 0.252 2.909
H -3.094 1.651 3.608
H -2.449 0.831 2.170
C 2.907 0.241 3.276
C 2.843 0.269 1.748
N 3.779 1.143 1.046
C 5.147 1.090 1.507
C 5.771 -0.278 1.220
C 3.289 2.455 0.678
C 2.889 3.429 1.796
N 1.463 3.352 2.000
C 0.889 4.006 2.976
C -0.546 3.966 3.060
F -1.190 3.283 2.087
C -1.276 4.571 4.040
F -2.628 4.466 4.036
C -0.681 5.314 5.056
C 0.699 5.404 5.004
F 1.328 6.130 5.966
C 1.457 4.805 4.029
F 2.811 4.995 4.096
H 3.873 -0.110 3.644
H 2.133 -0.441 3.630
H 2.714 1.232 3.691
H 1.834 0.576 1.474
H 2.985 -0.754 1.375
H 5.250 1.306 2.582
H 5.713 1.853 0.964
H 5.336 -1.045 1.863
H 6.849 -0.255 1.395
H 5.587 -0.554 0.182
H 2.400 2.314 0.054
H 4.069 2.920 0.064
H 3.171 4.448 1.479
H 3.474 3.204 2.698
H -1.263 5.784 5.831
C 5.099 1.003 -2.381
C 5.473 -0.305 -2.657
C 4.486 -1.250 -2.845
C 3.139 -0.884 -2.718
N 2.786 0.372 -2.421
C 3.744 1.273 -2.277
C 2.066 -1.866 -2.941
C 2.271 -2.975 -3.770
C 1.248 -3.883 -3.963
C 0.044 -3.676 -3.309
C -0.069 -2.555 -2.495
N 0.898 -1.667 -2.325
H 5.842 1.777 -2.245
H 6.519 -0.575 -2.726
H 4.753 -2.274 -3.061
H 3.410 2.287 -2.084
H 3.214 -3.106 -4.284
H 1.384 -4.740 -4.612
H -0.780 -4.366 -3.430
H -0.985 -2.377 -1.937
C -5.064 -2.442 3.151
C -3.662 -2.379 2.568
S -3.612 -2.263 0.820
C -2.577 -2.453 3.391
C -2.752 -2.606 4.889
S -0.928 -2.332 2.861
H -5.778 -2.177 2.374
H -5.185 -1.752 3.995
H -5.301 -3.454 3.502
H -3.658 -3.160 5.154
H -2.796 -1.618 5.364
H -1.886 -3.125 5.298
C 3.624 -5.147 0.849
Se 1.880 -4.236 0.809
C 0.843 -5.780 0.152
C -0.443 -5.943 0.934
Se -1.692 -4.381 0.656
C -2.652 -5.219 -0.871
H 3.888 -5.506 -0.145
H 3.591 -5.974 1.557
H 4.353 -4.408 1.176
H 1.504 -6.653 0.218
H 0.624 -5.591 -0.897
H -0.241 -5.957 2.006
H -0.967 -6.863 0.652
H -3.278 -6.044 -0.530
H -1.934 -5.576 -1.613
H -3.275 -4.434 -1.295